Entry 1:
Computed, not measured: C4H8O2 in the gas phase in a non-equilibrium geometry, with ωB97M-V/def2-TZVPD.

```
14
Properties=species:S:1:pos:R:3:forces:R:3
C 1.476 -0.585 0.684 0.03 -0.20 0.01
C 0.525 0.412 0.092 -1.42 -0.83 1.68
O 1.160 1.543 -0.465 -1.17 0.83 1.34
C -0.510 -0.168 -0.822 0.17 -0.36 0.05
C -1.869 -0.325 -0.310 -0.26 -0.27 0.09
O -1.536 0.726 -1.208 -0.08 0.13 -0.04
H 2.118 -1.007 -0.097 -0.10 -0.01 0.05
H 2.119 -0.102 1.424 -0.14 -0.11 -0.09
H 0.890 -1.380 1.151 0.25 -0.09 0.05
H -0.124 0.915 0.957 0.71 -1.84 -0.74
H 0.501 1.910 0.198 2.04 2.71 -2.16
H -0.147 -0.831 -1.609 -0.08 0.08 0.02
H -2.098 0.003 0.707 0.08 -0.15 -0.21
H -2.505 -1.112 -0.703 -0.03 0.11 -0.05
```
Forces are in eV/Å.

Summary:
highest occupied orbital energy	-0.3761	Eh
frontier orbital gap	0.41043	Eh
relative energy (zero: lowest compared OMol25 entry of this formula, charge and spin)	78.43	kcal/mol
calculated total energy	-8369.8805	eV
E_LUMO	0.93	eV



Entry 2:
Computed, not measured: 2 unconnected molecules or ions with the total composition C4H8O2, with ωB97M-V/def2-TZVPD.

```
14
Properties=species:S:1:pos:R:3:forces:R:3
C 1.506 0.890 -0.074 -0.03 0.07 0.01
C 0.751 -0.278 -0.645 -0.17 0.01 -0.12
O -1.286 -2.133 1.970 -0.01 0.49 -0.13
C -1.327 -0.974 1.646 -0.01 -0.26 0.07
C -0.435 -0.231 -1.257 0.28 -0.31 0.08
O -1.210 0.864 -1.482 0.12 0.25 0.08
H 0.921 1.819 -0.065 0.09 -0.13 0.00
H 1.805 0.695 0.962 -0.04 0.02 -0.15
H 2.422 1.092 -0.643 -0.13 -0.04 0.08
H 1.213 -1.257 -0.561 -0.09 0.12 -0.03
H -0.595 -0.229 2.019 -0.05 -0.13 0.00
H -2.104 -0.573 0.966 0.05 -0.11 0.08
H -0.919 -1.124 -1.640 0.11 0.10 0.07
H -0.732 1.656 -1.200 -0.10 -0.08 -0.05
```
Forces are in eV/Å.

Summary:
highest occupied orbital energy	-0.3327	Eh
frontier orbital gap	0.35629	Eh
relative energy (zero: lowest compared OMol25 entry of this formula, charge and spin)	51.70	kcal/mol
calculated total energy	-8371.0399	eV
E_LUMO	0.64	eV



Entry 3:
Computed, not measured: C4H8O2 in the gas phase, with ωB97M-V/def2-TZVPD.

```
14
Properties=species:S:1:pos:R:3:forces:R:3
O -1.089 -1.816 -0.092 0.15 0.00 -0.13
C -1.026 -0.920 0.999 -0.22 0.04 0.36
C -0.426 0.467 0.656 -0.01 0.06 0.03
C 0.142 0.499 -0.737 -0.23 0.11 0.07
C 1.486 1.005 -1.005 0.14 0.27 -0.04
O 1.234 -0.394 -0.960 0.17 -0.20 -0.06
H -0.188 -1.940 -0.420 -0.13 -0.05 0.01
H -2.062 -0.799 1.332 0.18 -0.06 0.00
H -0.468 -1.372 1.833 -0.07 0.10 -0.16
H -1.190 1.249 0.735 0.06 -0.10 -0.03
H 0.359 0.721 1.376 -0.07 -0.06 -0.13
H -0.584 0.505 -1.549 0.13 0.00 0.09
H 2.080 1.396 -0.180 -0.08 -0.06 -0.11
H 1.732 1.399 -1.989 -0.03 -0.08 0.11
```
Forces are in eV/Å.

Summary:
highest occupied orbital energy	-0.3759	Eh
frontier orbital gap	0.41535	Eh
relative energy (zero: lowest compared OMol25 entry of this formula, charge and spin)	50.75	kcal/mol
calculated total energy	-8371.0808	eV
E_LUMO	1.07	eV



Entry 4:
Computed, not measured: 2 unconnected molecules or ions with the total composition C4H8O2 in a non-equilibrium geometry, with ωB97M-V/def2-TZVPD.

```
14
Properties=species:S:1:pos:R:3:forces:R:3
C 1.607 -0.735 -1.074 0.63 1.06 0.62
C 0.692 0.211 0.507 0.45 -1.17 -0.86
O 0.711 1.415 1.268 0.61 -0.31 -1.15
C -0.622 -0.246 0.020 -0.47 -0.66 -0.49
O -0.607 -1.110 -0.836 -1.50 -0.09 0.24
C -1.949 0.269 0.485 -0.13 0.15 0.19
H 1.396 -1.791 -1.378 -0.25 1.05 1.10
H 2.597 -0.687 -0.665 0.72 0.38 -0.29
H 1.410 -0.115 -1.946 0.29 0.18 0.25
H 1.189 -0.499 1.150 -0.43 -0.40 0.36
H 0.455 2.200 0.765 0.05 -0.34 -0.19
H -2.533 -0.614 0.760 -0.02 0.20 0.06
H -2.456 0.729 -0.370 0.07 -0.01 0.17
H -1.890 0.972 1.314 -0.02 -0.04 -0.01
```
Forces are in eV/Å.

Summary:
highest occupied orbital energy	-0.3317	Eh
frontier orbital gap	0.34664	Eh
relative energy (zero: lowest compared OMol25 entry of this formula, charge and spin)	93.86	kcal/mol
calculated total energy	-8369.2114	eV
E_LUMO	0.41	eV



Entry 5:
Computed, not measured: 2 unconnected molecules or ions with the total composition C4H8O2, with ωB97M-V/def2-TZVPD.

```
14
Properties=species:S:1:pos:R:3:forces:R:3
C 1.926 -0.514 -1.041 0.23 -0.27 -0.07
O 1.170 0.676 -0.889 0.09 0.18 0.13
C -1.027 -0.654 0.240 -0.05 0.00 0.19
C -0.935 -0.256 1.481 -0.02 -0.08 -0.15
C -1.900 0.481 0.623 -0.37 -0.28 0.16
O -1.714 1.808 0.211 0.20 0.10 -0.05
H 1.459 -1.177 -1.781 0.03 0.14 0.09
H 2.012 -1.065 -0.096 0.01 0.09 -0.17
H 2.934 -0.268 -1.392 -0.12 -0.03 0.06
H -0.706 -1.336 -0.537 -0.07 0.17 0.17
H 0.867 0.699 0.025 0.08 -0.01 -0.12
H -0.487 -0.383 2.457 -0.07 0.03 -0.16
H -2.972 0.332 0.735 0.10 0.01 0.04
H -0.836 1.922 -0.169 -0.04 -0.05 -0.11
```
Forces are in eV/Å.

Summary:
highest occupied orbital energy	-0.3552	Eh
frontier orbital gap	0.38830	Eh
relative energy (zero: lowest compared OMol25 entry of this formula, charge and spin)	92.92	kcal/mol
calculated total energy	-8369.2523	eV
E_LUMO	0.90	eV



Entry 6:
Computed, not measured: 2 unconnected molecules or ions with the total composition C4H8O2, with ωB97M-V/def2-TZVPD.

```
14
Properties=species:S:1:pos:R:3:forces:R:3
O 1.007 -1.109 -2.221 0.21 -0.03 -0.02
C 0.351 0.672 -0.540 -0.14 0.01 0.42
C -1.068 0.312 -0.275 0.04 0.10 0.02
C -1.182 0.021 1.229 -0.26 0.04 -0.02
O 0.124 -0.381 1.601 0.02 -0.05 0.08
C 1.001 0.318 0.736 0.15 0.05 -0.28
H 1.881 -1.366 -1.901 -0.11 -0.05 -0.12
H 0.995 -0.134 -2.114 0.01 -0.11 -0.06
H -1.158 -0.619 -0.864 0.02 0.09 0.05
H -1.790 1.020 -0.692 0.09 -0.12 0.04
H -1.874 -0.785 1.485 0.08 0.12 -0.05
H -1.477 0.932 1.774 0.05 -0.12 -0.05
H 1.238 1.335 1.126 -0.04 -0.04 -0.01
H 1.952 -0.217 0.656 -0.12 0.11 0.00
```
Forces are in eV/Å.

Summary:
highest occupied orbital energy	-0.3390	Eh
frontier orbital gap	0.33921	Eh
relative energy (zero: lowest compared OMol25 entry of this formula, charge and spin)	99.88	kcal/mol
calculated total energy	-8368.9507	eV
E_LUMO	0.01	eV



Entry 7:
Computed, not measured: 2 unconnected molecules or ions with the total composition C4H8O2 in a non-equilibrium geometry, with ωB97M-V/def2-TZVPD.

```
14
Properties=species:S:1:pos:R:3:forces:R:3
C 0.588 1.283 -1.488 -0.20 -0.73 -0.34
C -0.275 1.230 -0.336 -0.38 -1.58 0.31
O -0.371 -0.731 -0.620 -0.75 1.77 1.27
C -0.691 -1.360 0.569 -0.21 -0.01 0.75
C 0.482 -1.201 1.512 -0.08 -0.08 0.56
O 0.379 -0.896 2.676 0.18 -0.07 -0.32
H -0.052 0.299 -1.716 1.82 1.81 -2.17
H 1.609 0.971 -1.260 -0.15 0.11 -0.21
H 0.536 2.174 -2.127 -0.29 -0.52 0.07
H 0.061 1.182 0.690 0.06 -0.04 0.09
H -1.258 1.700 -0.474 0.14 -0.66 0.15
H -0.927 -2.440 0.531 0.12 0.23 -0.55
H -1.559 -0.862 1.008 -0.11 -0.26 0.34
H 1.478 -1.349 1.034 -0.15 0.03 0.06
```
Forces are in eV/Å.

Summary:
highest occupied orbital energy	-0.3438	Eh
frontier orbital gap	0.35364	Eh
relative energy (zero: lowest compared OMol25 entry of this formula, charge and spin)	112.19	kcal/mol
calculated total energy	-8368.4169	eV
E_LUMO	0.27	eV



Entry 8:
Computed, not measured: C4H8O2 in the gas phase in a non-equilibrium geometry, with ωB97M-V/def2-TZVPD.

```
14
Properties=species:S:1:pos:R:3:forces:R:3
C 1.994 -0.038 -0.792 0.02 0.21 -0.22
C 0.658 0.323 -0.202 0.62 -0.36 0.79
O 0.561 1.236 0.601 0.15 0.02 -0.55
C -0.443 -0.671 -0.395 -0.33 0.44 -0.32
C -1.791 -0.070 0.035 0.03 -0.28 0.12
O -1.854 1.247 -0.473 -0.30 -0.10 0.07
H 2.738 -0.129 0.011 -0.19 0.14 -0.27
H 1.986 -0.949 -1.408 -0.07 0.40 0.22
H 2.219 0.839 -1.402 0.49 -0.17 -0.15
H -0.481 -1.102 -1.405 0.23 0.11 0.35
H 0.053 -1.361 0.297 -0.81 -0.92 0.06
H -1.861 -0.077 1.131 -0.04 0.04 -0.11
H -2.667 -0.605 -0.357 0.44 -0.04 0.04
H -1.079 1.653 -0.057 -0.26 0.49 -0.02
```
Forces are in eV/Å.

Summary:
highest occupied orbital energy	-0.3696	Eh
frontier orbital gap	0.39925	Eh
relative energy (zero: lowest compared OMol25 entry of this formula, charge and spin)	28.11	kcal/mol
calculated total energy	-8372.0628	eV
E_LUMO	0.81	eV



Entry 9:
Computed, not measured: 2 unconnected molecules or ions with the total composition C4H8O2, with ωB97M-V/def2-TZVPD.

```
14
Properties=species:S:1:pos:R:3:forces:R:3
C -2.103 -0.431 -0.693 -0.34 0.08 0.05
O -0.799 -0.838 -1.082 0.01 -0.19 0.08
C 0.504 0.950 0.730 0.08 -0.08 0.15
C 1.106 0.040 1.449 -0.06 0.12 -0.09
C 1.897 0.631 0.335 0.20 0.34 0.28
O 2.246 -0.070 -0.824 -0.05 -0.18 -0.07
H -2.267 0.633 -0.910 0.08 -0.19 -0.04
H -2.279 -0.583 0.380 0.05 -0.02 -0.22
H -2.841 -1.018 -1.249 0.10 0.11 0.08
H -0.389 1.528 0.529 0.18 -0.12 0.05
H -0.309 -1.021 -0.273 -0.08 0.00 -0.07
H 1.062 -0.661 2.273 0.01 0.12 -0.14
H 2.702 1.336 0.539 -0.10 -0.10 0.02
H 1.468 -0.494 -1.203 -0.09 0.10 -0.09
```
Forces are in eV/Å.

Summary:
highest occupied orbital energy	-0.3533	Eh
frontier orbital gap	0.38642	Eh
relative energy (zero: lowest compared OMol25 entry of this formula, charge and spin)	91.82	kcal/mol
calculated total energy	-8369.3000	eV
E_LUMO	0.90	eV



Entry 10:
Computed, not measured: 2 unconnected molecules or ions with the total composition C4H8O2, with ωB97M-V/def2-TZVPD.

```
14
Properties=species:S:1:pos:R:3:forces:R:3
C -1.959 -0.463 0.370 0.12 0.10 0.02
C -0.939 0.388 0.389 -0.20 -0.09 0.06
O 1.206 0.334 1.570 0.05 -0.05 0.24
C 1.587 0.910 0.314 0.13 0.16 -0.21
C 0.483 -0.050 0.417 -0.19 0.13 -0.11
O 0.639 -1.360 0.015 0.21 -0.07 0.16
H -1.787 -1.534 0.342 -0.03 0.15 -0.03
H -2.986 -0.113 0.392 0.16 -0.02 -0.02
H -0.632 -0.299 -2.281 0.07 0.04 -0.08
H -1.097 1.464 0.426 0.02 -0.16 0.04
H 2.548 0.568 -0.070 -0.16 0.03 0.01
H 1.402 1.980 0.218 -0.01 -0.17 0.01
H -0.056 -0.060 -2.685 -0.05 -0.02 -0.04
H 1.520 -1.644 0.293 -0.13 -0.02 -0.04
```
Forces are in eV/Å.

Summary:
highest occupied orbital energy	-0.3619	Eh
frontier orbital gap	0.39679	Eh
relative energy (zero: lowest compared OMol25 entry of this formula, charge and spin)	78.27	kcal/mol
calculated total energy	-8369.8877	eV
E_LUMO	0.95	eV